(1)
ORCA calculation (the ωB97M-V functional and the def2-TZVPD basis) on a 2-piece molecular cluster, C7H16N overall in a non-equilibrium geometry.

molar mass = 114.21 Da
strongest force on any atom = 2.1 eV/Å
Kohn-Sham gap = 0.298 Eh
LUMO = -3.8 eV
HOMO energy = -0.438 hartree
total charge = +1
calculated total energy = -330.75315 Ha

Atoms and positions in Å:
1 C -1.62 -1.70 1.65
2 C -0.89 -1.79 0.31
3 C 0.39 -1.69 -0.06
4 N -1.82 -2.32 -0.76
5 H -1.04 -1.12 2.38
6 H -2.57 -1.22 1.46
7 H -1.71 -2.72 2.11
8 H 0.70 -2.05 -1.02
9 H 1.12 -1.45 0.72
10 H -2.34 -3.15 -0.39
11 H -1.31 -2.55 -1.64
12 H -2.53 -1.58 -0.92
13 C 0.64 2.15 1.66
14 C 0.58 1.82 0.17
15 C 1.57 2.08 -0.69
16 C 1.59 1.81 -2.21
17 H 1.62 2.63 1.85
18 H -0.16 2.87 1.98
19 H 0.47 1.26 2.31
20 H -0.37 1.44 -0.21
21 H 2.51 2.59 -0.44
22 H 1.16 0.82 -2.51
23 H 1.07 2.58 -2.76
24 H 2.63 1.85 -2.60

For each atom in turn, the natural (NBO) charge in e is:
1 C -0.678
2 C 0.134
3 C -0.333
4 N -0.709
5 H 0.273
6 H 0.228
7 H 0.254
8 H 0.217
9 H 0.259
10 H 0.450
11 H 0.456
12 H 0.446
13 C -0.642
14 C -0.210
15 C -0.175
16 C -0.648
17 H 0.228
18 H 0.224
19 H 0.199
20 H 0.174
21 H 0.205
22 H 0.194
23 H 0.229
24 H 0.226

(2)
ORCA calculation (the ωB97M-V functional and the def2-TZVPD basis) on one molecule with the formula C7H16N2 in a non-equilibrium geometry.

molar mass = 128.22 Da
strongest force on any atom = 5.0 eV/Å
Kohn-Sham gap = 0.325 Eh
LUMO = 1.0 eV
HOMO energy = -0.289 hartree
calculated total energy = -385.74351 Ha

Atoms and positions in Å:
1 C 3.06 0.36 0.54
2 N 2.22 -0.78 0.24
3 C 0.70 -0.88 0.89
4 N 0.13 -2.08 0.48
5 C 0.14 0.37 0.40
6 C -0.06 0.80 -1.03
7 C -1.37 0.47 -0.37
8 C -2.13 -0.69 -0.96
9 C -2.24 1.60 0.10
10 H 2.79 1.26 -0.03
11 H 4.11 0.14 0.30
12 H 3.02 0.61 1.61
13 H 2.14 -0.92 -0.77
14 H 0.85 -0.87 1.97
15 H -0.45 -2.50 1.21
16 H 0.79 -2.76 0.12
17 H 0.29 1.17 1.12
18 H 0.15 1.85 -1.25
19 H 0.30 0.13 -1.81
20 H -2.70 -0.36 -1.85
21 H -1.49 -1.49 -1.33
22 H -2.83 -1.10 -0.24
23 H -2.76 2.07 -0.75
24 H -1.66 2.39 0.59
25 H -2.99 1.24 0.81

For each atom in turn, the natural (NBO) charge in e is:
1 C -0.417
2 N -0.666
3 C 0.126
4 N -0.866
5 C -0.232
6 C -0.434
7 C -0.017
8 C -0.615
9 C -0.606
10 H 0.164
11 H 0.200
12 H 0.193
13 H 0.347
14 H 0.172
15 H 0.374
16 H 0.386
17 H 0.216
18 H 0.212
19 H 0.209
20 H 0.203
21 H 0.234
22 H 0.202
23 H 0.202
24 H 0.207
25 H 0.207

(3)
ORCA calculation (the ωB97M-V functional and the def2-TZVPD basis) on one molecule with the formula C7H16N2 in a non-equilibrium geometry.

molar mass = 128.22 Da
strongest force on any atom = 4.1 eV/Å
Kohn-Sham gap = 0.349 Eh
LUMO = 1.1 eV
HOMO energy = -0.309 hartree
calculated total energy = -385.70494 Ha

Atoms and positions in Å:
1 C 0.78 2.27 0.58
2 C 0.39 1.52 -0.69
3 N 0.25 0.28 -0.96
4 N 0.32 -0.57 0.16
5 C 1.48 -1.43 -0.19
6 C 2.76 -0.66 -0.05
7 C -0.94 -1.27 0.23
8 C -2.02 -0.31 0.70
9 C -2.90 -0.05 -0.53
10 H 1.78 2.52 0.49
11 H 0.17 3.14 0.74
12 H 0.77 1.54 1.49
13 H 0.24 2.28 -1.55
14 H 1.32 -1.97 -1.14
15 H 1.64 -2.32 0.51
16 H 2.83 -0.12 0.89
17 H 2.90 -0.01 -0.85
18 H 3.64 -1.33 0.03
19 H -0.74 -2.11 1.00
20 H -1.16 -1.80 -0.68
21 H -2.65 -0.69 1.65
22 H -1.52 0.72 0.95
23 H -3.58 1.00 -0.36
24 H -2.12 0.20 -1.39
25 H -3.62 -0.83 -1.01

For each atom in turn, the natural (NBO) charge in e is:
1 C -0.706
2 C 0.154
3 N -0.319
4 N -0.336
5 C -0.230
6 C -0.619
7 C -0.230
8 C -0.432
9 C -0.633
10 H 0.231
11 H 0.227
12 H 0.240
13 H 0.176
14 H 0.186
15 H 0.196
16 H 0.212
17 H 0.207
18 H 0.213
19 H 0.201
20 H 0.184
21 H 0.216
22 H 0.222
23 H 0.194
24 H 0.226
25 H 0.220